A structure of composition C24H66BF4O10V at a distorted geometry, computed with the ωB97M-V functional and the def2-TZVPD basis.

The geometry in ORCA input format:
```
! wB97M-V def2-TZVPD RIJCOSX def2/J DEFGRID3
* xyz 0 5
V 13.51071 10.23985 -18.63022
O 14.64804 10.17336 -20.43618
H 14.89310 10.87139 -21.07433
O 13.39280 8.14383 -19.09407
H 13.71486 7.77322 -18.24941
B 11.13864 11.67633 -20.20052
F 10.84615 12.29899 -19.06163
F 11.87402 10.54238 -19.98249
F 10.03535 11.33282 -20.91032
F 11.89586 12.57757 -20.93961
C 13.21446 16.11959 -22.33128
C 13.17706 17.40926 -21.45669
C 11.99171 18.35842 -21.88173
O 13.11478 17.04506 -20.09186
H 12.74374 15.23629 -21.89963
H 14.26642 15.84748 -22.41749
H 12.81386 16.31345 -23.32628
H 14.12661 17.92818 -21.58773
H 11.91730 18.44898 -22.96542
H 12.21247 19.27129 -21.32853
H 11.12042 17.87290 -21.44217
H 12.38668 16.45635 -19.87998
C 10.21946 14.06827 -16.33372
C 10.82344 13.63730 -14.98624
C 9.75349 13.02844 -14.08459
O 11.75400 12.68539 -15.29579
H 10.96599 14.56255 -16.95538
H 9.45095 14.82644 -16.18315
H 9.85362 13.21881 -16.91052
H 11.23321 14.49987 -14.46074
H 10.17132 12.85998 -13.09205
H 9.41006 12.10042 -14.54168
H 8.89939 13.70330 -14.02840
H 12.23514 12.49399 -14.48741
C 11.12924 9.12531 -15.30092
C 11.06077 9.29675 -16.78624
C 9.70603 9.67913 -17.30631
O 11.95315 10.35765 -17.05674
H 12.10379 8.72204 -15.02571
H 10.32700 8.44262 -15.02085
H 10.90684 10.08732 -14.83921
H 11.47953 8.40710 -17.25662
H 9.33600 10.66483 -17.02423
H 9.01736 8.94855 -16.88195
H 9.56211 9.53527 -18.37715
H 11.65526 11.10098 -16.52731
C 15.12242 13.73201 -19.84440
C 14.98565 13.08197 -18.43336
C 15.07920 14.22363 -17.36824
O 13.74109 12.42841 -18.33180
H 14.11711 14.02729 -20.14485
H 15.62242 13.07750 -20.55835
H 15.65737 14.68115 -19.81198
H 15.81777 12.39286 -18.28912
H 16.10263 14.59141 -17.29458
H 14.73549 13.91154 -16.38206
H 14.46937 15.09995 -17.58797
H 13.06329 13.08762 -18.16554
C 10.86277 8.34751 -22.30664
C 12.13445 7.68995 -22.84554
C 12.21222 7.63940 -24.43068
O 13.16642 8.51903 -22.42510
H 10.69684 9.39238 -22.56891
H 10.85288 8.42706 -21.21959
H 10.00937 7.71107 -22.54066
H 12.36732 6.70395 -22.44345
H 11.52061 6.98105 -24.95636
H 13.21280 7.40375 -24.79321
H 11.97118 8.63236 -24.81020
H 13.01401 9.40582 -22.75971
C 6.98083 11.84723 -20.50838
C 7.17557 10.40988 -19.95611
C 5.87984 9.67523 -19.62382
O 7.82160 9.79098 -21.02423
H 7.86774 12.47472 -20.59647
H 6.47348 12.40077 -19.71826
H 6.39583 11.95536 -21.42171
H 7.79672 10.46240 -19.06195
H 5.28814 10.37412 -19.03261
H 6.01821 8.71555 -19.12585
H 5.35714 9.38441 -20.53503
H 8.61729 10.32545 -21.07739
C 9.10480 16.96458 -19.22964
C 9.57055 15.55352 -19.70296
C 9.20811 15.17932 -21.19750
O 10.96390 15.27341 -19.59392
H 9.26626 17.06936 -18.15677
H 8.05308 17.16921 -19.42997
H 9.62221 17.77021 -19.75056
H 9.01793 14.84833 -19.08216
H 9.42980 14.12883 -21.38575
H 9.80025 15.77138 -21.89531
H 8.13866 15.32069 -21.35370
H 11.02348 14.35179 -19.85594
C 14.10166 12.81838 -23.69606
C 12.79074 12.23960 -24.07556
C 12.80586 11.61971 -25.47624
O 12.59050 11.18467 -23.14163
H 14.28807 13.75817 -24.21584
H 14.96694 12.23558 -24.01188
H 14.06454 13.09186 -22.64158
H 11.99321 12.97522 -23.97106
H 12.66717 12.34464 -26.27832
H 12.00968 10.89335 -25.63931
H 13.72096 11.05815 -25.66424
H 12.45702 11.54635 -22.26245
*
```

Computed properties:
Largest force on an atom ... 0.05942 Eh/bohr
E_HOMO (alpha / beta) ... -8.05 / -8.64 eV
E_LUMO (alpha / beta) ... -0.319 / -3.450 eV
HOMO-LUMO gap (alpha / beta) ... 7.7 / 5.2 eV
Calculated total energy ... -3074.84494 Eh
<S²> ... 6.01

Atomic partial charges in e from the Mulliken method, atoms 1 to 4: 0.40 -0.26 0.24 -0.82

---

A cluster of 6 separate species, C24H66N6O6 in total at a distorted geometry, computed with the ωB97M-V functional and the def2-TZVPD basis.

The geometry in ORCA input format:
```
! wB97M-V def2-TZVPD RIJCOSX def2/J DEFGRID3
* xyz 0 1
C -7.85617 -10.08313 20.62226
C -9.23062 -10.62189 20.26872
C -10.34173 -9.90202 21.03091
O -10.26900 -8.51918 20.77765
C -11.17093 -7.75040 21.51661
N -9.46459 -10.53169 18.81067
H -7.70160 -10.16601 21.70388
H -7.65854 -9.03131 20.40956
H -7.00743 -10.60040 20.17132
H -9.28067 -11.68178 20.53650
H -10.15512 -10.05933 22.10776
H -11.32859 -10.32524 20.80820
H -11.07362 -7.79005 22.60783
H -12.23125 -7.96085 21.31015
H -10.99826 -6.73333 21.15838
H -10.37004 -10.98027 18.65307
H -9.73853 -9.55468 18.66550
C -3.39640 -12.67782 16.34516
C -3.08426 -13.77457 17.37569
C -3.86268 -13.65738 18.66169
O -5.25742 -13.82795 18.35372
C -6.05544 -13.67645 19.49547
N -3.26790 -15.10704 16.74968
H -3.23791 -11.69014 16.76761
H -4.43315 -12.76801 16.01017
H -2.81983 -12.89083 15.44470
H -2.01993 -13.67832 17.61537
H -3.71934 -12.73615 19.23550
H -3.63968 -14.50092 19.32963
H -5.91655 -12.66570 19.90518
H -5.77103 -14.35541 20.30895
H -7.11970 -13.78180 19.29960
H -4.01196 -14.96324 16.07241
H -3.64614 -15.75678 17.42961
C -11.17072 -4.73637 26.33985
C -10.41438 -5.71315 25.45566
C -10.73251 -7.20044 25.65716
O -9.56146 -7.93017 25.39517
C -9.78828 -9.32865 25.38436
N -10.74577 -5.36055 24.06711
H -10.94820 -4.83777 27.40795
H -12.23002 -5.03214 26.41607
H -11.18660 -3.71654 25.96954
H -9.33877 -5.64752 25.65547
H -11.63976 -7.50217 25.11777
H -11.08702 -7.32501 26.69710
H -10.78918 -9.65786 25.10015
H -9.56005 -9.73966 26.37428
H -9.06500 -9.76856 24.69478
H -10.26303 -5.97312 23.40975
H -10.28502 -4.48177 23.81698
C -6.39023 -7.61890 18.07896
C -6.98635 -8.53949 17.02636
C -7.19641 -7.84963 15.69217
O -7.98146 -8.67620 14.86035
C -8.12187 -8.18152 13.57547
N -6.25193 -9.80567 16.86379
H -6.21051 -8.15048 19.00808
H -7.09510 -6.79594 18.25312
H -5.53191 -7.00316 17.79254
H -8.00990 -8.77222 17.35251
H -6.24010 -7.56856 15.23904
H -7.77885 -6.94075 15.89290
H -8.70470 -7.24496 13.54737
H -8.69685 -8.84481 12.92340
H -7.17882 -8.00579 13.04041
H -6.44430 -10.29713 17.73541
H -6.73888 -10.34486 16.15294
C -16.18384 -8.33522 23.46173
C -15.40040 -9.13035 22.39952
C -15.95613 -10.56456 22.38797
O -15.87398 -11.05768 23.71408
C -16.53658 -12.29759 23.86153
N -15.60251 -8.53689 21.06679
H -17.24809 -8.56172 23.53921
H -16.14951 -7.27774 23.18484
H -15.73563 -8.48493 24.44491
H -14.34085 -9.23117 22.63039
H -15.40859 -11.17667 21.66565
H -17.02696 -10.54532 22.14904
H -17.60538 -12.12213 23.72519
H -16.34113 -12.69058 24.85812
H -16.12507 -13.05260 23.18541
H -15.46021 -7.54108 21.23055
H -16.57668 -8.54547 20.77518
C -8.89648 -4.07979 21.42189
C -9.74273 -2.82124 21.37146
C -10.59883 -2.77191 20.10309
O -10.95564 -1.43201 19.84631
C -11.51258 -1.27057 18.55369
N -10.53073 -2.66617 22.58793
H -9.48284 -4.99482 21.48110
H -8.05555 -4.00522 22.10962
H -8.35561 -4.12810 20.46576
H -9.01474 -2.00632 21.33487
H -11.49346 -3.39250 20.26468
H -10.07988 -3.17468 19.22319
H -10.74948 -1.36871 17.78050
H -11.98915 -0.29602 18.50342
H -12.28823 -2.03167 18.42716
H -11.31489 -3.31722 22.60870
H -11.00455 -1.76771 22.62932
*
```

Computed properties:
Largest force on an atom ... 0.04482 Eh/bohr
Energy relative to the best compared isomer or geometry (same formula, charge and spin) ... 42.4 kcal/mol
Structure (SMILES) ... COC[C@H](C)N.COC[C@H](C)N.COC[C@H](C)N.COC[C@H](C)N.COC[C@H](C)N.COC[C@H](C)N
E_HOMO ... -9.02 eV
E_LUMO ... 0.534 eV
HOMO-LUMO gap ... 9.6 eV
Calculated total energy ... -1733.82857 Eh

Atomic partial charges in e from the Mulliken method, atoms 1 to 4: -1.15 0.53 -0.74 -0.19